[1]
C48H48LiO20S | ωB97M-V/def2-TZVPD

Properties
**E_LUMO**: 1.10 eV
**Multiplicity**: 1
**E_HOMO**: -5.38 eV
**Charge**: -1
**Energy relative to the best compared isomer or geometry (same formula, charge and spin)**: 0.00 kcal per mole

```
118
C48H48LiO20S, DFT ωB97M-V/def2-TZVPD
Li -1.54 -2.62 3.03
S -0.14 -0.76 0.82
O -1.14 -1.43 1.61
O 0.85 -1.77 0.59
O -0.80 -0.54 -0.43
O 0.29 0.42 1.51
C 1.12 -5.53 -2.01
C 0.21 -6.18 -2.93
C -1.01 -5.62 -3.32
C -1.31 -4.36 -2.86
C -0.41 -3.66 -1.99
C 0.77 -4.31 -1.61
O 1.52 -3.76 -0.67
O -1.85 -6.30 -4.22
H 1.92 -6.05 -1.73
H 0.64 -7.10 -3.27
H -2.30 -3.92 -3.15
H -0.44 -2.68 -1.99
H 1.12 -2.94 -0.19
H -2.06 -7.25 -4.07
C 6.23 0.68 -0.76
C 5.54 -0.23 0.02
C 4.17 -0.37 -0.10
C 3.43 0.37 -0.96
C 4.09 1.41 -1.77
C 5.54 1.54 -1.67
O 6.18 2.50 -2.39
O 3.50 -1.27 0.72
H 7.32 0.52 -0.67
H 5.69 -0.95 0.91
H 2.38 0.34 -1.09
H 3.45 2.09 -2.38
H 5.59 3.20 -2.76
H 2.41 -1.35 0.57
C -3.02 0.30 -3.04
C -3.67 0.87 -4.12
C -4.90 0.35 -4.65
C -5.38 -0.79 -4.06
C -4.86 -1.29 -2.88
C -3.68 -0.76 -2.42
O -3.12 -1.36 -1.29
O -5.38 0.87 -5.81
H -2.21 0.72 -2.73
H -3.06 1.68 -4.60
H -6.31 -1.28 -4.47
H -5.41 -2.05 -2.43
H -2.25 -0.92 -1.12
H -4.53 1.17 -6.14
C 2.55 -4.13 2.68
C 3.66 -4.60 3.41
C 3.46 -5.39 4.50
C 2.13 -5.87 4.77
C 1.04 -5.39 4.09
C 1.27 -4.46 3.02
O 0.25 -3.91 2.25
O 4.47 -5.87 5.21
H 2.60 -3.48 1.76
H 4.63 -4.10 3.30
H 1.96 -6.64 5.67
H 0.11 -5.67 4.09
H 0.60 -3.35 1.54
H 5.53 -5.55 4.81
C -3.50 3.04 2.86
C -3.16 1.75 2.30
C -4.07 0.76 2.26
C -5.28 0.85 2.81
C -5.61 2.16 3.27
C -4.80 3.28 3.43
O -5.19 4.55 3.94
O -3.68 -0.50 1.79
H -2.67 3.78 2.94
H -2.22 1.55 1.78
H -5.81 0.02 2.49
H -6.69 2.18 3.57
H -4.48 5.00 4.10
H -2.66 -0.45 1.53
C -0.07 1.27 -6.01
C 0.33 0.29 -5.07
C 0.36 0.47 -3.65
C 0.30 1.75 -3.34
C 0.00 2.81 -4.09
C -0.13 2.56 -5.48
O -0.52 3.60 -6.22
O 0.57 -0.51 -2.75
H -0.15 1.16 -7.17
H 0.29 -0.70 -5.30
H 0.26 1.83 -2.29
H -0.09 3.84 -3.73
H 0.14 3.90 -6.84
H 0.14 -0.25 -1.91
C -1.53 6.16 -0.06
C -0.95 5.31 0.77
C -0.95 3.93 0.72
C -1.55 3.31 -0.38
C -2.15 4.17 -1.37
C -2.26 5.56 -1.16
O -2.98 6.28 -2.05
O -0.24 3.23 1.65
H -1.61 7.25 0.01
H -0.54 5.63 1.59
H -1.42 2.22 -0.41
H -2.62 3.68 -2.35
H -3.83 5.73 -2.29
H -0.02 2.23 1.79
C 3.94 2.32 3.75
C 2.73 1.80 3.36
C 1.87 1.23 4.28
C 2.19 1.24 5.66
C 3.45 1.66 6.08
C 4.30 2.23 5.18
O 5.46 2.63 5.60
O 0.66 0.69 3.90
H 4.81 2.72 3.04
H 2.57 2.19 2.43
H 1.43 1.13 6.42
H 3.77 1.67 7.23
H 5.82 2.07 6.39
H 0.59 0.52 2.87
```



[2]
C48H48N2O2P2PtS3 | ωB97M-V/def2-TZVPD

Properties
**E_LUMO**: -7.26 eV
**Multiplicity**: 1
**E_HOMO**: -11.88 eV
**Charge**: +2
**Energy relative to the best compared isomer or geometry (same formula, charge and spin)**: 87.01 kcal per mole

```
106
C48H48N2O2P2PtS3, DFT ωB97M-V/def2-TZVPD
Pt 0.31 0.12 0.10
O 1.28 0.59 3.78
S 1.57 0.34 2.38
C 3.07 1.25 1.97
C 3.92 1.58 3.01
C 5.09 2.27 2.73
C 5.37 2.65 1.42
C 4.49 2.36 0.40
C 3.32 1.64 0.66
P 2.07 1.41 -0.64
C 1.68 3.13 -1.04
C 2.32 3.89 -2.02
C 1.95 5.21 -2.20
C 0.95 5.78 -1.43
C 0.31 5.02 -0.45
C 0.68 3.70 -0.26
C 2.91 0.64 -2.03
C 2.46 0.89 -3.33
C 3.09 0.28 -4.39
C 4.14 -0.59 -4.17
C 4.53 -0.90 -2.88
C 3.91 -0.31 -1.80
C 2.23 -1.36 2.38
C 3.40 -1.66 3.05
C 3.74 -2.98 3.30
C 2.90 -4.00 2.86
C 1.76 -3.70 2.15
C 1.41 -2.37 1.90
P -0.11 -1.97 0.96
C 0.01 -3.19 -0.36
C 0.62 -2.73 -1.53
C 0.91 -3.61 -2.56
C 0.60 -4.95 -2.41
C -0.03 -5.41 -1.26
C -0.32 -4.53 -0.23
C -1.45 -2.35 2.11
C -1.34 -1.95 3.44
C -2.42 -2.14 4.30
C -3.60 -2.70 3.83
C -3.71 -3.08 2.50
C -2.64 -2.90 1.64
H 3.65 1.32 4.02
H 5.77 2.52 3.53
H 6.27 3.20 1.21
H 4.69 2.70 -0.61
H 3.11 3.45 -2.63
H 2.44 5.81 -2.96
H 0.68 6.81 -1.57
H -0.46 5.46 0.15
H 0.20 3.10 0.51
H 1.62 1.56 -3.48
H 2.76 0.50 -5.40
H 4.66 -1.04 -5.01
H 5.34 -1.61 -2.71
H 4.20 -0.56 -0.79
H 4.05 -0.87 3.40
H 4.63 -3.21 3.86
H 3.14 -5.03 3.09
H 1.11 -4.50 1.81
H 0.87 -1.67 -1.62
H 1.37 -3.25 -3.46
H 0.86 -5.65 -3.19
H -0.26 -6.46 -1.16
H -0.81 -4.88 0.67
H -0.43 -1.49 3.80
H -2.34 -1.82 5.33
H -4.43 -2.82 4.50
H -4.63 -3.50 2.13
H -2.72 -3.17 0.59
C -3.27 -4.18 -2.06
N -4.43 -3.33 -1.95
C -5.68 -4.05 -1.76
C -4.31 -2.00 -1.83
S -2.85 -1.32 -1.29
N -5.34 -1.19 -2.13
C -5.36 0.19 -1.71
C -6.35 -1.49 -3.13
H -3.42 -4.89 -2.88
H -3.10 -4.74 -1.14
H -2.40 -3.57 -2.27
H -5.50 -4.86 -1.06
H -6.04 -4.48 -2.69
H -6.44 -3.40 -1.34
H -4.73 0.33 -0.84
H -6.38 0.47 -1.46
H -5.01 0.85 -2.51
H -6.10 -2.37 -3.71
H -6.39 -0.64 -3.83
H -7.33 -1.61 -2.68
C -2.50 2.71 -1.52
S -1.87 1.28 -2.48
O -0.47 1.13 -1.96
C -1.71 2.14 -4.06
C -0.86 3.22 -4.23
C -0.84 3.88 -5.45
C -1.67 3.45 -6.48
C -2.50 2.36 -6.31
C -2.52 1.70 -5.09
H -1.81 3.53 -1.64
H -2.55 2.41 -0.47
H -3.48 2.98 -1.88
H -0.21 3.54 -3.42
H -0.20 4.73 -5.60
H -1.67 3.98 -7.42
H -3.12 2.02 -7.12
H -3.16 0.84 -4.94
```



[3]
C48H49N10O19 | ωB97M-V/def2-TZVPD

Properties
**E_LUMO**: 0.21 eV
**Multiplicity**: 1
**E_HOMO**: -7.34 eV
**Charge**: -1
**Energy relative to the best compared isomer or geometry (same formula, charge and spin)**: 0.00 kcal per mole

```
126
C48H49N10O19, DFT ωB97M-V/def2-TZVPD
N 33.19 6.26 42.16
O 32.72 6.76 41.14
O 34.00 6.97 42.87
O 32.92 5.04 42.46
C 37.86 5.20 44.62
C 36.25 5.22 44.73
C 35.64 4.01 44.28
C 36.23 2.73 44.03
C 37.81 2.67 44.24
C 38.54 3.98 44.44
N 35.61 1.41 43.92
O 34.36 1.38 44.24
O 36.12 0.48 43.28
H 38.43 6.06 44.82
H 35.74 6.13 44.89
H 34.53 4.06 44.17
H 38.51 1.73 44.13
H 39.69 3.87 44.44
C 33.76 6.90 46.48
C 33.60 8.34 46.08
C 34.25 9.37 46.91
C 34.61 8.95 48.39
C 34.43 7.45 48.76
C 34.13 6.48 47.67
N 35.01 10.05 49.34
O 34.91 9.71 50.56
O 35.41 11.05 48.89
H 33.43 6.14 45.76
H 33.19 8.56 45.13
H 34.34 10.28 46.68
H 34.92 7.17 49.83
H 34.15 5.35 47.91
C 33.31 1.79 40.72
C 33.32 2.54 39.42
C 34.02 1.79 38.26
C 34.71 0.49 38.46
C 34.74 -0.19 39.86
C 33.75 0.43 40.92
N 35.49 -0.17 37.36
O 35.35 0.29 36.18
O 36.35 -0.93 37.71
H 32.75 2.26 41.77
H 32.72 3.49 39.43
H 33.89 2.37 37.48
H 35.34 -1.08 40.28
H 33.68 -0.09 41.84
C 30.20 8.11 43.47
C 29.42 7.28 42.52
C 28.12 6.58 43.02
C 27.65 6.73 44.41
C 28.61 7.72 45.32
C 29.87 8.45 44.78
N 26.34 6.21 44.91
O 25.88 6.62 46.05
O 25.72 5.50 44.18
H 31.34 8.38 43.18
H 29.80 7.08 41.48
H 27.42 6.08 42.19
H 28.44 7.89 46.34
H 30.44 9.07 45.50
C 36.22 3.90 41.14
C 37.21 2.78 40.62
C 38.59 3.28 40.25
C 38.90 4.74 40.09
C 37.83 5.78 40.54
C 36.50 5.22 41.02
N 40.14 5.28 39.83
O 40.20 6.34 39.14
O 41.08 4.95 40.59
H 35.19 3.62 41.61
H 36.94 1.77 40.65
H 39.21 2.54 39.91
H 37.94 6.88 40.46
H 35.82 5.73 41.40
C 35.23 9.69 38.33
C 34.30 8.51 38.74
C 34.48 7.15 38.01
C 35.46 7.04 36.89
C 36.40 8.21 36.57
C 36.18 9.50 37.32
N 35.62 5.80 35.97
O 36.19 5.86 34.87
O 35.10 4.84 36.45
H 35.24 10.73 38.61
H 33.61 8.66 39.57
H 33.90 6.35 38.28
H 37.06 8.21 35.70
H 36.74 10.30 36.89
C 29.38 4.88 39.09
C 30.08 4.50 40.42
C 29.29 3.70 41.52
C 27.60 3.58 41.32
C 27.00 4.04 40.04
C 27.94 4.55 38.89
N 26.88 2.86 42.39
O 25.66 2.66 42.16
O 27.46 2.22 43.28
H 29.93 5.44 38.33
H 31.06 4.68 40.31
H 29.63 3.27 42.49
H 26.17 4.10 39.60
H 27.59 4.96 38.03
C 32.21 3.34 46.62
O 32.58 3.03 47.77
N 31.16 4.15 46.45
C 30.54 4.39 45.13
C 30.60 4.91 47.52
H 32.52 2.73 45.82
H 31.32 4.56 44.31
H 29.82 5.21 44.98
H 30.09 3.55 44.88
H 31.44 5.71 48.07
H 30.30 4.19 48.28
H 29.66 5.51 47.17
C 37.91 11.15 43.38
O 37.46 12.25 43.00
N 37.35 9.96 43.04
C 38.10 8.79 43.53
C 36.13 9.77 42.28
H 38.73 11.09 43.90
H 37.31 8.04 43.84
H 38.81 9.01 44.40
H 38.54 8.26 42.72
H 35.35 9.45 43.01
H 36.15 9.08 41.54
H 35.75 10.80 41.95
```



[4]
C48H49N4P2SiTi | ωB97M-V/def2-TZVPD

Properties
**⟨S²⟩**: 0.759
**E_LUMO (alpha / beta)**: -5.53 / -6.18 eV
**Multiplicity**: 2
**E_HOMO (alpha / beta)**: -11.26 / -12.97 eV
**Charge**: +2
**Energy relative to the best compared isomer or geometry (same formula, charge and spin)**: 43.91 kcal per mole

```
105
C48H49N4P2SiTi, DFT ωB97M-V/def2-TZVPD
Ti 1.40 -0.95 -0.93
C 1.14 -1.36 -4.15
C 2.07 -2.47 -3.66
N 1.82 -2.73 -2.22
C 2.83 -3.62 -1.63
C 2.70 -3.59 -0.13
C 3.14 -4.61 0.69
C 3.10 -4.43 2.06
C 2.65 -3.22 2.57
C 2.21 -2.24 1.69
C 1.78 -0.87 2.15
N 1.62 0.07 1.05
C 2.70 0.25 0.13
C 2.07 0.21 -2.50
N 0.90 -0.33 -3.14
N 2.20 -2.45 0.37
H 0.17 -1.76 -4.46
H 1.58 -0.87 -5.01
H 3.12 -2.18 -3.76
H 1.93 -3.39 -4.24
H 0.93 -3.23 -2.15
H 3.83 -3.25 -1.90
H 2.75 -4.64 -2.02
H 3.52 -5.53 0.26
H 3.43 -5.21 2.73
H 2.65 -3.02 3.63
H 2.55 -0.48 2.82
H 0.85 -0.91 2.72
H 0.66 0.23 0.72
H 3.61 -0.19 0.51
H 2.85 1.29 -0.17
H 3.00 -0.05 -3.02
H 2.00 1.28 -2.33
H 0.20 -0.71 -2.45
C -0.29 2.62 -2.84
Si -1.03 1.76 -1.35
C -1.94 3.09 -0.36
C -3.17 3.64 -0.71
C -3.66 4.74 -0.01
C -2.93 5.31 1.02
C -1.70 4.78 1.37
C -1.23 3.67 0.67
P 0.33 2.85 0.90
C 1.58 4.13 0.55
C 2.79 4.30 1.22
C 3.70 5.26 0.79
C 3.44 6.04 -0.32
C 2.24 5.87 -1.00
C 1.32 4.92 -0.57
C 0.41 2.36 2.64
C 1.60 2.01 3.27
C 1.61 1.59 4.59
C 0.43 1.50 5.31
C -0.77 1.80 4.68
C -0.79 2.22 3.36
C -2.30 0.48 -1.91
C -3.30 0.97 -2.76
C -4.41 0.21 -3.10
C -4.55 -1.07 -2.58
C -3.56 -1.60 -1.77
C -2.43 -0.84 -1.46
P -1.13 -1.59 -0.46
C -1.26 -3.35 -0.98
C -1.23 -3.57 -2.37
C -1.29 -4.85 -2.89
C -1.38 -5.95 -2.04
C -1.44 -5.74 -0.67
C -1.39 -4.45 -0.14
C -1.71 -1.50 1.26
C -2.69 -0.56 1.60
C -3.15 -0.46 2.90
C -2.64 -1.29 3.89
C -1.66 -2.22 3.57
C -1.19 -2.31 2.27
H -0.97 3.44 -3.11
H -0.19 1.94 -3.68
H 0.68 3.07 -2.64
H -3.77 3.23 -1.51
H -4.62 5.15 -0.28
H -3.31 6.18 1.55
H -1.11 5.23 2.16
H 3.03 3.73 2.11
H 4.62 5.39 1.34
H 4.15 6.78 -0.65
H 2.01 6.48 -1.86
H 0.39 4.82 -1.10
H 2.54 2.03 2.73
H 2.56 1.35 5.07
H 0.44 1.19 6.34
H -1.70 1.73 5.22
H -1.73 2.47 2.89
H -3.22 1.97 -3.17
H -5.16 0.61 -3.76
H -5.43 -1.66 -2.81
H -3.67 -2.60 -1.39
H -1.22 -2.73 -3.05
H -1.28 -5.00 -3.97
H -1.43 -6.95 -2.44
H -1.55 -6.58 0.00
H -1.48 -4.33 0.92
H -3.12 0.08 0.84
H -3.92 0.26 3.14
H -3.01 -1.22 4.90
H -1.26 -2.87 4.33
H -0.42 -3.04 2.04
```